Record 1
{"formula": "C6H12O", "method": "ωB97M-V with the def2-TZVPD basis set", "symbols": ["C", "C", "O", "C", "C", "C", "C", "H", "H", "H", "H", "H", "H", "H", "H", "H", "H", "H", "H"], "xyz": [[2.98419, 0.31017, 0.68337], [1.88909, 0.67676, -0.29324], [0.57118, 0.63678, 0.31123], [0.20261, -0.54064, 0.75368], [-1.26836, -0.45667, 1.07050], [-1.92165, -0.93790, -0.25224], [-2.16634, 0.20495, -1.23604], [2.80107, -0.69343, 1.07574], [3.02099, 1.01755, 1.51785], [3.95169, 0.32321, 0.17040], [1.87150, -0.00647, -1.14734], [1.98846, 1.70095, -0.66248], [-1.25085, -1.68086, -0.70728], [-1.62185, 0.55239, 1.32828], [-1.50988, -1.14911, 1.88267], [-2.85658, -1.46578, -0.03796], [-2.39014, -0.17218, -2.23962], [-3.00848, 0.82642, -0.91176], [-1.28665, 0.85386, -1.30575]], "forces_ev_per_angstrom": [[0.00, -0.01, 0.07], [0.28, 0.07, -0.16], [-0.11, -0.42, 0.17], [-0.26, 0.45, -0.10], [0.06, -0.08, 0.09], [-0.03, -0.10, -0.08], [0.00, 0.06, -0.02], [0.06, 0.16, -0.05], [-0.01, -0.09, -0.11], [-0.14, 0.02, 0.08], [0.02, 0.09, 0.13], [0.01, -0.14, 0.06], [-0.15, 0.08, 0.05], [0.10, -0.13, -0.05], [0.07, 0.08, -0.14], [0.12, 0.11, 0.01], [0.00, 0.04, 0.15], [0.13, -0.07, -0.03], [-0.15, -0.11, -0.04]], "mulliken_charge": [-1.11, -0.11, -0.11, -0.56, -0.31, -0.43, -1.03, 0.35, 0.29, 0.37, 0.28, 0.27, 0.32, 0.31, 0.30, 0.31, 0.33, 0.30, 0.23], "homo_ev": -8.24}



Record 2
{"formula": "C6H12O", "method": "ωB97M-V with the def2-TZVPD basis set", "symbols": ["C", "C", "C", "C", "O", "C", "C", "H", "H", "H", "H", "H", "H", "H", "H", "H", "H", "H", "H"], "xyz": [[-1.03769, 1.49397, 1.31848], [-0.08953, 0.71748, 0.42637], [1.31714, 1.01405, 0.78682], [-0.38164, -0.76727, 0.45340], [-1.52332, -1.23167, -0.25614], [-0.23810, -1.68394, -0.68540], [0.21768, -1.28062, -2.06276], [-0.84663, 2.57187, 1.25056], [-2.06996, 1.30361, 1.01976], [-0.91775, 1.20216, 2.36878], [-0.31234, 1.08369, -0.67230], [1.76136, 0.44650, 1.60545], [1.63941, 2.04117, 0.85029], [1.79849, 0.58618, -0.15254], [-0.27725, -1.20157, 1.45285], [-0.04733, -2.73305, -0.44262], [0.01807, -0.22549, -2.26463], [-0.30294, -1.87358, -2.82179], [1.29233, -1.46347, -2.17458]], "forces_ev_per_angstrom": [[-0.59, -0.04, 0.19], [-1.88, 1.10, -1.53], [2.21, -1.65, -2.46], [0.23, 0.21, 0.28], [-0.10, -0.01, -0.03], [0.16, -0.07, -0.07], [0.00, 0.07, -0.02], [-0.02, -0.22, -0.03], [-0.07, 0.09, 0.15], [-0.03, 0.00, -0.09], [0.56, -0.64, 2.00], [-0.42, 0.02, 0.26], [-0.38, 0.43, 0.09], [0.48, 0.61, 1.20], [-0.04, 0.00, -0.11], [-0.06, 0.18, -0.01], [0.03, -0.16, 0.03], [0.05, 0.06, 0.11], [-0.14, 0.02, 0.03]], "mulliken_charge": [-1.68, 0.98, -1.40, -0.24, -0.48, 0.12, -1.36, 0.39, 0.38, 0.37, 0.00, 0.33, 0.40, 0.29, 0.47, 0.42, 0.34, 0.38, 0.29], "homo_ev": -10.11}



Record 3
{"formula": "C6H12O", "method": "ωB97M-V with the def2-TZVPD basis set", "symbols": ["C", "C", "C", "C", "C", "C", "O", "H", "H", "H", "H", "H", "H", "H", "H", "H", "H", "H", "H"], "xyz": [[1.12437, 0.49060, 1.07181], [0.71713, -0.54705, 0.00175], [1.71264, -0.58620, -1.17151], [-0.75706, -0.48502, -0.45629], [-1.83937, -0.47477, 0.60362], [-1.75127, 0.65325, -0.37830], [-1.44738, 1.95506, 0.02582], [0.25293, 0.87113, 1.62025], [1.76474, 0.05357, 1.84328], [1.67571, 1.33732, 0.63957], [0.78206, -1.52935, 0.48834], [2.65019, -1.07326, -0.87511], [1.96861, 0.41244, -1.54542], [1.30370, -1.15982, -2.01110], [-0.93676, -1.15788, -1.29670], [-2.65380, -1.19432, 0.58998], [-1.48703, -0.22196, 1.60345], [-2.51943, 0.69864, -1.14931], [-0.55998, 1.95764, 0.39587]], "forces_ev_per_angstrom": [[-0.09, 0.04, 0.05], [-0.13, -0.05, 0.01], [-0.04, 0.02, -0.03], [0.19, -0.06, -0.01], [-0.05, -0.01, 0.22], [-0.09, -0.23, -0.17], [0.23, 0.10, 0.06], [0.28, -0.07, -0.03], [0.05, -0.01, -0.22], [-0.22, -0.12, 0.03], [-0.03, 0.09, -0.08], [-0.16, 0.15, 0.02], [-0.17, -0.10, 0.08], [0.06, 0.06, 0.14], [0.02, 0.13, 0.18], [0.10, 0.17, -0.11], [-0.13, -0.11, -0.16], [0.26, -0.13, 0.08], [-0.08, 0.14, -0.06]], "mulliken_charge": [-1.74, 1.11, -1.45, -0.51, -0.61, -0.17, -0.55, 0.53, 0.32, 0.34, 0.16, 0.36, 0.33, 0.36, 0.36, 0.28, 0.23, 0.35, 0.31], "homo_ev": -9.37}



Record 4
{"formula": "C6H12O", "method": "ωB97M-V with the def2-TZVPD basis set", "symbols": ["C", "C", "C", "C", "O", "C", "C", "H", "H", "H", "H", "H", "H", "H", "H", "H", "H", "H", "H"], "xyz": [[-1.34541, -0.74178, -0.91969], [-0.73118, 0.30798, 0.00948], [-1.79470, 1.06248, 0.81959], [0.30493, -0.39763, 0.89143], [0.90214, -1.60534, 0.39356], [1.72519, -0.46084, 0.52146], [2.24039, 0.15023, -0.75825], [-1.64581, -0.31496, -1.87910], [-0.60259, -1.52120, -1.10202], [-2.21246, -1.21094, -0.44077], [-0.21324, 1.06236, -0.59865], [-2.29836, 0.40936, 1.54126], [-2.56721, 1.45248, 0.14714], [-1.38843, 1.91772, 1.37304], [0.03489, -0.49974, 1.94307], [2.46097, -0.53869, 1.32290], [1.53029, 0.02688, -1.58079], [3.17926, -0.31930, -1.06614], [2.42133, 1.22094, -0.61752]], "forces_ev_per_angstrom": [[-0.10, -0.04, -0.09], [0.06, -0.05, -0.06], [-0.02, -0.03, 0.04], [-0.12, 0.13, 0.14], [-0.04, -0.08, 0.06], [0.26, 0.21, 0.08], [0.01, 0.02, -0.05], [-0.15, 0.01, 0.13], [-0.27, 0.09, -0.19], [0.06, 0.04, -0.13], [-0.01, -0.20, 0.07], [0.10, -0.02, -0.10], [0.14, -0.05, 0.06], [0.06, -0.19, -0.09], [0.09, 0.17, -0.06], [-0.06, 0.04, -0.06], [0.03, 0.00, 0.19], [-0.08, 0.04, 0.11], [0.04, -0.10, -0.02]], "mulliken_charge": [-1.41, 0.66, -1.73, -0.30, -0.49, 0.21, -1.40, 0.32, 0.41, 0.37, 0.21, 0.40, 0.39, 0.39, 0.47, 0.46, 0.37, 0.37, 0.30], "homo_ev": -10.08}



Record 5
{"formula": "C6H12O", "method": "ωB97M-V with the def2-TZVPD basis set", "symbols": ["C", "C", "O", "C", "C", "C", "C", "H", "H", "H", "H", "H", "H", "H", "H", "H", "H", "H", "H"], "xyz": [[1.93388, -0.77056, -0.43445], [0.59211, -0.24492, 0.06956], [0.58871, -0.25467, 1.50294], [0.15569, 1.21630, -0.43254], [-1.20947, 1.36173, 0.27316], [-1.80691, -0.24427, 0.20236], [-0.61668, -1.08753, -0.29046], [2.67744, 0.03021, -0.37810], [1.86507, -1.10904, -1.47210], [2.31208, -1.61594, 0.16090], [1.43210, 0.08537, 1.82068], [0.93758, 1.95762, -0.17816], [0.00160, 1.33250, -1.52177], [-0.98861, 1.81218, 1.27026], [-1.91828, 2.06476, -0.18155], [-2.67012, -0.54874, -0.43809], [-2.09386, -0.59657, 1.20023], [-0.60849, -1.26882, -1.37546], [-0.62058, -2.07048, 0.19860]], "forces_ev_per_angstrom": [[0.03, 0.18, -0.13], [0.02, 0.27, -0.46], [0.32, 0.24, 0.09], [0.08, -0.69, 0.16], [-0.53, -1.16, -0.14], [0.29, 0.82, 0.27], [0.06, 0.12, 0.04], [0.08, -0.08, -0.08], [0.02, 0.17, 0.04], [-0.37, 0.24, -0.08], [-0.04, 0.06, -0.03], [-0.52, -0.22, 0.25], [0.32, -0.66, 0.31], [-0.66, -1.16, -0.32], [0.30, -0.28, -0.29], [0.36, 1.33, 0.28], [0.21, 0.38, -0.08], [-0.21, 0.22, 0.22], [0.25, 0.23, -0.04]], "mulliken_charge": [-1.71, 1.21, -0.59, -0.91, -0.61, -0.58, -0.96, 0.41, 0.36, 0.37, 0.35, 0.39, 0.31, 0.24, 0.38, 0.34, 0.24, 0.37, 0.38], "homo_ev": -10.09}



Record 6
{"formula": "C6H12O", "method": "ωB97M-V with the def2-TZVPD basis set", "symbols": ["C", "C", "O", "C", "C", "C", "C", "H", "H", "H", "H", "H", "H", "H", "H", "H", "H", "H", "H"], "xyz": [[1.79733, 0.04281, -1.52979], [1.71213, 1.02080, -0.37070], [0.92938, 2.19636, -0.66703], [0.16814, 1.88298, 0.50496], [0.92477, 0.63763, 0.85511], [-1.91246, -1.31799, 1.34995], [-1.35393, -1.38775, -0.06993], [2.36343, 0.48853, -2.35333], [2.28870, -0.87722, -1.20097], [0.79303, -0.19700, -1.89335], [2.72449, 1.30637, -0.02608], [-0.88770, 1.65911, 0.28179], [0.19498, 2.65588, 1.28848], [-1.45247, -0.48926, 1.89727], [-1.69423, -2.23269, 1.91009], [-2.99721, -1.16781, 1.35972], [-1.55241, -2.34929, -0.55305], [-0.26459, -1.25832, -0.06527], [-1.78138, -0.61314, -0.71786]], "forces_ev_per_angstrom": [[0.00, -0.03, -0.04], [0.10, -0.25, 0.00], [-0.04, 0.20, -0.11], [-0.13, -0.15, 0.29], [0.09, 0.33, -0.23], [0.01, 0.05, 0.04], [0.02, -0.04, -0.15], [-0.07, -0.07, 0.15], [-0.04, 0.12, -0.07], [0.18, 0.03, 0.09], [-0.13, -0.07, 0.00], [0.10, 0.04, 0.05], [0.01, -0.09, -0.13], [-0.08, -0.10, -0.04], [-0.01, 0.13, -0.08], [0.14, -0.08, -0.04], [-0.07, 0.08, 0.09], [-0.17, -0.05, 0.06], [0.07, -0.05, 0.12]], "mulliken_charge": [-1.34, 0.74, -0.45, -0.08, -0.67, -0.87, -0.65, 0.36, 0.34, 0.27, 0.29, 0.21, 0.30, 0.25, 0.30, 0.29, 0.42, 0.02, 0.27], "homo_ev": -9.08}



Record 7
{"formula": "C6H12O", "method": "ωB97M-V with the def2-TZVPD basis set", "symbols": ["C", "C", "O", "C", "C", "C", "C", "H", "H", "H", "H", "H", "H", "H", "H", "H", "H", "H", "H"], "xyz": [[-0.91099, 1.85286, 0.74537], [-0.10301, 0.60435, 0.43056], [0.87133, 0.51247, 1.47039], [-0.94745, -0.67808, 0.37097], [0.01110, -1.73091, -0.21912], [1.07486, -0.91277, -1.00676], [0.57315, 0.54080, -0.95486], [-1.61932, 1.64978, 1.55689], [-1.47591, 2.19404, -0.12753], [-0.24508, 2.65525, 1.07621], [1.48235, -0.20161, 1.24865], [-1.35282, -0.94889, 1.35058], [-1.79368, -0.50362, -0.30655], [0.48464, -2.30888, 0.58206], [-0.51234, -2.45087, -0.85463], [1.23801, -1.28473, -2.02098], [2.05301, -0.97586, -0.51032], [-0.19541, 0.70881, -1.72077], [1.36757, 1.27785, -1.11016]], "forces_ev_per_angstrom": [[-0.03, 0.02, -0.05], [-0.25, 0.06, -0.23], [0.18, -0.14, 0.01], [-0.03, -0.02, 0.04], [-0.01, -0.09, 0.02], [0.08, -0.01, -0.02], [0.01, 0.04, 0.03], [0.14, 0.04, -0.11], [0.05, -0.07, 0.09], [-0.07, -0.09, -0.13], [-0.09, 0.11, 0.14], [0.11, 0.05, -0.10], [0.12, -0.04, 0.12], [-0.08, 0.05, -0.13], [0.08, 0.12, 0.06], [-0.10, 0.09, 0.08], [-0.12, -0.04, -0.12], [0.13, -0.02, 0.11], [-0.11, -0.06, 0.17]], "mulliken_charge": [-1.70, 1.02, -0.58, -0.78, -0.54, -0.84, -0.67, 0.37, 0.33, 0.41, 0.38, 0.37, 0.30, 0.25, 0.36, 0.38, 0.31, 0.32, 0.33], "homo_ev": -9.95}



Record 8
{"formula": "C6H12O", "method": "ωB97M-V with the def2-TZVPD basis set", "symbols": ["C", "C", "O", "C", "C", "C", "C", "H", "H", "H", "H", "H", "H", "H", "H", "H", "H", "H", "H"], "xyz": [[2.74673, -0.29689, 0.69497], [0.90774, -0.05421, -0.76138], [1.27437, -0.87656, 0.78886], [-0.12229, 0.90066, -0.37698], [-1.31681, 1.00136, -1.30383], [-1.53409, 0.52067, 0.09159], [-1.94964, -0.90558, 0.35228], [3.14924, 0.11609, -0.23635], [3.40470, -1.15338, 0.86381], [3.11266, 0.43340, 1.42183], [0.48451, -0.95632, -1.22216], [0.81436, -0.34386, 1.47775], [0.22334, 1.86084, 0.01562], [-1.39025, 0.26879, -2.10725], [-1.65259, 1.99900, -1.57606], [-1.97559, 1.25276, 0.76937], [-1.39993, -1.60606, -0.28811], [-3.01980, -1.04149, 0.14898], [-1.76313, -1.18536, 1.39851]], "forces_ev_per_angstrom": [[1.48, -1.47, 0.66], [-0.69, -0.24, -1.06], [3.11, 2.43, -0.05], [-0.29, 0.04, 0.16], [-0.20, 0.21, -0.14], [-0.19, 0.18, 0.05], [0.04, -0.16, 0.04], [-1.51, -0.32, -0.07], [-0.51, -0.34, 0.24], [-1.39, 0.00, 0.63], [-0.27, 0.18, 0.11], [0.32, -0.35, -0.58], [-0.09, -0.13, -0.11], [0.10, 0.14, 0.20], [0.05, -0.20, 0.04], [0.04, -0.14, -0.15], [-0.10, 0.17, 0.14], [0.20, 0.02, 0.08], [-0.09, -0.01, -0.20]], "mulliken_charge": [-0.70, -0.54, -0.37, -0.18, -0.84, 0.25, -1.26, 0.36, 0.34, 0.32, 0.13, 0.36, 0.30, 0.26, 0.27, 0.36, 0.27, 0.37, 0.30], "homo_ev": -6.84}



Result set for lowest unoccupied orbital energy: 0.039; 0.040; 0.037; 0.041; 0.034; -0.013; 0.036; 0.028 Ha, one per record in the order listed.
Result set for HOMO-LUMO gap: 0.34139; 0.41184; 0.38117; 0.41176; 0.40457; 0.32094; 0.40209; 0.27978 Eh, one per record in the order listed.
Result set for largest force on an atom: 0.526; 3.696; 0.302; 0.346; 1.401; 0.409; 0.347; 3.945 eV/Å, one per record in the order listed.